No. 1
Entry from OMol25: one molecule with the formula C8H8O3 (ωB97M-V with the def2-TZVPD basis set).

Structure (XYZ):
```
19
C8H8O3, DFT ωB97M-V with the def2-TZVPD basis set
O 1.31075 1.62078 0.89256
O -0.80524 0.57115 -2.59680
O -0.87493 -3.38144 0.31913
C 0.13789 2.42482 -1.51069
C 0.61759 -0.51963 1.81789
C -0.37299 -2.09518 0.36189
C -0.26621 1.02896 -1.60581
C -0.59813 -1.12471 -0.61363
C 0.57004 0.50513 0.77799
C -0.05861 0.14245 -0.42425
C 0.08892 -1.71330 1.61021
H 0.12215 -2.45863 2.41104
H -0.35044 2.99588 -2.31431
H -1.28358 -1.33528 -1.46737
H -1.62840 -3.43824 -0.36431
H 1.23419 2.52494 -1.43473
H 1.41156 1.74002 1.88943
H -0.38908 2.82567 -0.57117
H 1.13453 -0.31338 2.82293
```

Computed properties:
electronic energy = -535.3341 a.u.
LUMO level = 0.51 eV
relative energy (zero: lowest compared OMol25 entry of this formula, charge and spin) = 151.0 kJ/mol
HOMO = -8.3 eV
net charge = 0
SMILES string = CC(=O)c1cc(O)ccc1O

No. 2
Entry from OMol25: C60H55CuF3N4OP2S as an isolated structure (ωB97M-V with the def2-TZVPD basis set).

Structure (XYZ):
```
127
C60H55CuF3N4OP2S, DFT ωB97M-V with the def2-TZVPD basis set
Cu 0.19450 -0.15773 0.91659
S 1.64280 -1.10813 -1.46573
P 2.06632 1.33012 0.56520
P -1.41661 -0.82813 -1.68147
F 1.25000 -2.93731 1.01098
F 0.34436 -2.26364 2.85737
F 2.31083 -1.55731 2.28408
O 1.81451 0.36122 -1.78926
N -2.74348 -0.60573 1.74787
N -4.64992 -1.14165 2.66261
N -3.64962 -1.48792 3.48834
N -4.09703 -0.61410 1.62480
C 1.07659 -1.80817 1.76239
C 7.65237 -1.14418 0.78141
C -1.85698 -3.04514 -0.12111
C -2.49215 -1.15922 2.90699
C 4.92724 -3.37334 -0.59605
C -0.82397 1.44248 0.65236
C 1.61004 1.58280 4.68152
C 5.36098 -1.12996 0.11070
C 1.53380 5.28535 -0.33396
C -1.98622 4.61552 1.76485
C 2.76693 -2.80247 -5.00529
C 2.22603 1.90123 2.34759
C 0.37531 -2.83960 -4.90970
C -3.79457 3.09459 0.95571
C -4.85638 -0.03100 5.77589
C 4.84618 1.49116 0.54625
C -1.98075 -2.85786 -5.26537
C -0.26401 -3.89638 -6.95530
C 4.05870 -0.67000 -0.16190
C 3.24362 -1.62263 -0.84431
C 5.79221 -2.45966 -0.06700
C -3.03697 2.13986 -3.98761
C 2.66830 4.29060 -2.20189
C 3.20866 3.26539 4.10739
C -2.23314 1.11478 -3.50864
C -2.09664 -2.14645 -4.05420
C 0.29064 -2.14940 -3.67858
C 3.07200 2.93626 2.76714
C -0.73409 -3.20866 -5.69056
C -3.66887 0.87431 -1.59493
C -2.44380 -0.62073 6.18994
C 2.63176 3.05461 -1.57154
C 3.65637 -2.92245 -1.00394
C 3.77633 0.68558 0.23807
C 1.58329 -3.20338 -5.54592
C -4.48387 1.88690 -2.08843
C 1.48263 4.04683 0.29127
C 6.17814 1.02925 0.68944
C -2.38629 3.63166 0.65309
C 2.13425 5.41061 -1.57889
C -2.54511 -4.09169 0.47604
C 2.73826 -2.12530 -3.76896
C 1.57606 -1.85912 -3.09059
C -1.03346 -1.78920 -3.24941
C -2.50962 -2.12825 -0.94639
C -3.89577 -2.13753 4.77083
C 2.05407 2.92900 -0.30960
C -2.37103 4.34015 -0.70815
C 7.23677 -2.58427 0.36557
C 6.41022 -0.30663 0.56370
C 1.48049 1.26075 3.33565
C -2.56126 0.44629 -2.32755
C -4.56926 -3.33264 -0.56400
C -4.17905 2.51298 -3.28844
C -3.85042 -1.16647 5.95406
C 1.27488 -4.01024 -6.78689
C -3.91119 -4.23180 0.26386
C -3.87406 -2.29235 -1.16920
C -1.45237 2.48323 0.61596
C 2.49196 2.57480 5.07532
H -4.45855 -5.03782 0.73788
H 5.20546 -4.40972 -0.75342
H -5.63554 -3.43470 -0.73553
H 1.82151 -3.65584 -7.66057
H -1.71566 -1.42815 6.30957
H -4.41840 -1.59857 -1.79743
H 3.04612 2.18173 -2.05739
H -4.87885 -2.59692 4.69921
H -1.34189 0.83008 -4.05724
H 7.85639 -2.96897 -0.44538
H 2.18583 6.37909 -2.06273
H -1.52023 -1.34326 3.34463
H -0.52164 -3.29435 -7.82875
H -3.10539 5.15335 -0.72605
H -3.81545 2.61695 1.93933
H 4.66957 2.54296 0.71477
H -4.81417 3.30561 -3.66542
H 3.87732 4.06850 4.39388
H 1.01366 1.05629 5.41693
H -1.07561 5.15461 1.50426
H -3.15009 -2.92252 4.89128
H -2.76823 2.65321 -4.90368
H 1.56758 -5.04928 -6.62147
H -2.12325 0.01274 5.35714
H 7.95456 -1.10318 1.82805
H 8.49071 -0.77401 0.19026
H 1.10819 6.15423 0.15459
H 6.96520 1.72935 0.94337
H -1.82013 4.08591 2.70537
H -5.86505 -0.41505 5.61193
H 3.67864 -1.82308 -3.33015
H -1.37913 4.75334 -0.91174
H 3.61486 3.52620 2.04258
H 0.76458 0.49274 3.06776
H 7.33321 -3.28101 1.19936
H -4.87153 0.60634 6.66218
H -2.61284 3.63439 -1.50796
H -0.79354 -2.93412 0.06057
H -4.14135 -1.75668 6.82744
H -0.73685 -4.86967 -7.08485
H -3.09074 -1.84668 -3.74719
H -4.59180 0.59145 4.91716
H -2.01245 -4.79232 1.10958
H 3.71850 -3.00490 -5.48363
H -5.35764 2.19441 -1.52442
H 3.11616 4.37847 -3.18420
H -2.42249 -0.00744 7.09198
H 2.99703 -3.62458 -1.49975
H -4.08995 2.34725 0.21526
H 1.00174 3.93990 1.25207
H -4.52088 3.91341 0.94619
H 2.61456 2.81363 6.12401
H -3.89104 0.42103 -0.63430
H -2.87018 -3.08766 -5.84202
H -2.78126 5.35281 1.91661
```

Computed properties:
electronic energy = -5634.5026 a.u.
LUMO level (alpha / beta) = 0.08 / -0.84 eV
HOMO (alpha / beta) = -7.4 / -7.5 eV
<S²> = 0.76
net charge = 0
multiplicity = 2

No. 3
Entry from OMol25: C14H14N3O9P2Rh as an isolated structure (ωB97M-V with the def2-TZVPD basis set).

Structure (XYZ):
```
43
C14H14N3O9P2Rh, DFT ωB97M-V with the def2-TZVPD basis set
Rh 0.02401 0.13361 -0.23904
P -2.78840 -0.95962 -1.43923
P -1.21482 1.48112 -2.28426
O -3.73923 0.86219 -3.16749
O 6.25725 -3.27455 1.16767
O -0.53622 0.20706 -2.66600
O -0.77463 2.08513 -0.98265
O -4.23637 -1.36046 -1.04153
O -2.50499 -1.78774 -2.73831
O -1.36156 2.45131 -3.48677
O -1.79044 -1.09331 -0.33242
O 6.72650 -1.98025 2.82581
N 6.02990 -2.34031 1.90720
N 1.90509 -0.94727 -0.52891
N 1.05018 0.33258 1.72015
C 4.71236 -1.64566 1.77077
C 3.37800 -2.39028 -1.68994
C 2.63116 0.48307 3.99310
C 2.69457 -0.99903 0.56923
C 3.90683 -1.72449 0.57501
C 3.08019 -0.23860 2.87145
C 4.32665 -0.92682 2.84595
C -3.77038 1.67028 -0.94661
C 4.21906 -2.43842 -0.60526
C 0.64116 0.99948 2.78660
C 2.22610 -1.61199 -1.62394
C 2.25725 -0.28273 1.73928
C 1.40921 1.10408 3.94840
C -3.11441 0.79630 -1.98175
H 3.25170 0.53955 4.87837
H 4.97479 -0.88250 3.71052
H 5.12134 -3.02071 -0.65708
H 1.03143 1.66424 4.79132
H -3.50681 0.13482 -3.78036
H -0.33268 1.46873 2.73332
H -1.53929 3.39831 -3.35649
H -3.90104 2.68785 -1.31852
H -4.76485 1.26620 -0.73568
H 1.57115 -1.50263 -2.47835
H -4.44370 -2.29348 -0.85662
H -3.19044 1.69137 -0.02778
H 3.60778 -2.93537 -2.59374
H -1.61852 -1.70532 -3.12739
```

Computed properties:
electronic energy = -2176.0839 a.u.
LUMO level (alpha / beta) = -6.45 / -10.68 eV
HOMO (alpha / beta) = -15.2 / -15.2 eV
<S²> = 6.01
net charge = +2
multiplicity = 5

Copy entry 1 word for word.
Entry from OMol25: one molecule with the formula C8H8O3 (ωB97M-V with the def2-TZVPD basis set).

Structure (XYZ):
```
19
C8H8O3, DFT ωB97M-V with the def2-TZVPD basis set
O 1.31075 1.62078 0.89256
O -0.80524 0.57115 -2.59680
O -0.87493 -3.38144 0.31913
C 0.13789 2.42482 -1.51069
C 0.61759 -0.51963 1.81789
C -0.37299 -2.09518 0.36189
C -0.26621 1.02896 -1.60581
C -0.59813 -1.12471 -0.61363
C 0.57004 0.50513 0.77799
C -0.05861 0.14245 -0.42425
C 0.08892 -1.71330 1.61021
H 0.12215 -2.45863 2.41104
H -0.35044 2.99588 -2.31431
H -1.28358 -1.33528 -1.46737
H -1.62840 -3.43824 -0.36431
H 1.23419 2.52494 -1.43473
H 1.41156 1.74002 1.88943
H -0.38908 2.82567 -0.57117
H 1.13453 -0.31338 2.82293
```

Computed properties:
electronic energy = -535.3341 a.u.
LUMO level = 0.51 eV
relative energy (zero: lowest compared OMol25 entry of this formula, charge and spin) = 151.0 kJ/mol
HOMO = -8.3 eV
net charge = 0
SMILES string = CC(=O)c1cc(O)ccc1O